(1)
{"formula": "C47H43B2F6N2O2P2Re", "method": "ωB97M-V with the def2-TZVPD basis set", "elements": ["Re", "C", "N", "C", "P", "C", "C", "C", "C", "C", "C", "C", "C", "C", "C", "C", "C", "C", "C", "C", "C", "C", "C", "P", "C", "C", "C", "C", "C", "C", "C", "C", "C", "C", "C", "C", "H", "H", "H", "H", "H", "H", "H", "H", "H", "H", "H", "H", "H", "H", "H", "H", "H", "H", "H", "H", "H", "H", "H", "H", "H", "H", "H", "H", "H", "F", "B", "F", "F", "F", "F", "B", "F", "C", "C", "C", "C", "C", "C", "N", "C", "C", "C", "C", "C", "C", "C", "O", "O", "C", "C", "H", "H", "H", "H", "H", "H", "H", "H", "H", "H", "H", "H", "H", "H"], "coordinates": [[-0.473, 1.378, 1.006], [-1.537, -1.841, 1.962], [-0.757, -1.840, 3.172], [-0.802, -0.620, 3.940], [0.169, 0.774, 3.176], [1.904, 0.245, 3.183], [2.370, -0.939, 3.743], [3.710, -1.279, 3.616], [4.589, -0.438, 2.950], [4.134, 0.760, 2.413], [2.795, 1.092, 2.519], [0.025, 2.093, 4.406], [-1.194, 2.769, 4.483], [-1.341, 3.827, 5.362], [-0.271, 4.224, 6.154], [0.944, 3.559, 6.070], [1.098, 2.493, 5.197], [-0.326, -3.059, 3.734], [0.061, -4.120, 2.909], [0.502, -5.316, 3.451], [0.582, -5.486, 4.824], [0.193, -4.444, 5.650], [-0.266, -3.249, 5.118], [-0.923, -0.850, 0.498], [-2.333, -1.175, -0.596], [-2.574, -2.461, -1.081], [-3.740, -2.727, -1.779], [-4.669, -1.715, -1.995], [-4.425, -0.432, -1.529], [-3.257, -0.159, -0.830], [0.505, -1.644, -0.286], [1.547, -2.188, 0.458], [2.678, -2.666, -0.186], [2.784, -2.581, -1.568], [1.756, -2.015, -2.311], [0.621, -1.542, -1.675], [-2.521, -1.385, 2.151], [-1.715, -2.859, 1.622], [-0.382, -0.759, 4.932], [-1.831, -0.252, 4.047], [1.704, -1.603, 4.276], [4.066, -2.211, 4.036], [5.632, -0.710, 2.856], [4.823, 1.431, 1.916], [2.432, 2.029, 2.110], [-2.014, 2.481, 3.833], [-2.282, 4.357, 5.412], [-0.382, 5.061, 6.830], [1.780, 3.878, 6.678], [2.047, 1.978, 5.127], [0.036, -4.014, 1.833], [0.793, -6.121, 2.788], [0.935, -6.418, 5.244], [0.229, -4.561, 6.725], [-0.604, -2.481, 5.800], [-1.845, -3.248, -0.915], [-3.933, -3.726, -2.147], [-5.585, -1.931, -2.528], [-5.145, 0.355, -1.709], [-3.064, 0.839, -0.452], [1.478, -2.230, 1.535], [3.482, -3.100, 0.394], [3.669, -2.951, -2.067], [1.835, -1.948, -3.389], [-0.183, -1.101, -2.255], [-1.438, 4.673, -0.126], [-1.737, 4.052, 1.059], [-2.461, 2.824, 0.812], [-0.469, 3.497, 1.602], [-2.343, 4.812, 1.996], [3.209, 4.056, 0.425], [2.637, 3.456, -0.599], [3.391, 3.162, -1.644], [-2.049, -2.795, -5.869], [-1.010, -1.719, -5.703], [0.205, -1.822, -6.367], [1.194, -0.866, -6.190], [0.974, 0.200, -5.340], [-0.257, 0.337, -4.697], [-0.464, 1.415, -3.794], [0.099, 2.655, -3.906], [0.311, 3.246, -5.165], [0.851, 4.502, -5.279], [1.220, 5.241, -4.144], [1.057, 4.682, -2.910], [0.517, 3.386, -2.761], [0.421, 2.788, -1.469], [1.323, 3.109, -0.502], [-0.411, 1.926, -1.147], [-1.261, -0.618, -4.874], [-2.585, -0.479, -4.176], [-1.656, -3.618, -6.462], [-2.940, -2.413, -6.373], [-2.358, -3.184, -4.897], [0.388, -2.667, -7.018], [2.143, -0.964, -6.700], [1.759, 0.919, -5.152], [-0.857, 1.183, -2.898], [0.002, 2.705, -6.048], [0.970, 4.942, -6.261], [1.604, 6.245, -4.248], [1.289, 5.261, -2.024], [-2.762, 0.544, -3.846], [-2.638, -1.136, -3.303], [-3.401, -0.761, -4.841]], "total_energy_ha": -3486.92341, "charge": 1, "orbital_gap_ha": [0.2743, 0.2479], "spin_multiplicity": 4, "homo_ev": [-10.355, -10.309], "relative_energy_kj_mol": 117.0, "molar_mass_da": 1051.64}

***

(2)
{"formula": "C21H47BrFN2O3P2", "method": "ωB97M-V with the def2-TZVPD basis set", "elements": ["C", "C", "P", "C", "C", "C", "F", "C", "P", "N", "C", "C", "Br", "N", "C", "C", "C", "C", "C", "C", "C", "C", "O", "C", "H", "H", "H", "H", "H", "H", "H", "H", "H", "H", "H", "H", "H", "H", "H", "H", "H", "H", "H", "H", "H", "H", "H", "H", "H", "H", "H", "H", "H", "H", "H", "H", "H", "H", "H", "H", "H", "C", "O", "C", "C", "O", "C", "H", "H", "H", "H", "H", "H", "H", "H", "H", "H"], "coordinates": [[-1.444, 0.011, 2.462], [0.072, -0.179, 2.306], [1.178, 1.024, 1.456], [1.063, 2.597, 2.408], [-0.218, 2.985, 3.139], [0.328, 1.428, -0.166], [-1.069, 1.484, -0.145], [0.834, 2.711, -0.842], [-0.201, 4.246, -0.655], [0.238, 5.469, -1.480], [0.858, 2.368, -2.342], [1.346, 0.939, -2.356], [3.228, 0.826, -2.007], [0.558, 0.297, -1.224], [1.084, -1.067, -0.821], [0.000, -2.103, -0.469], [-1.433, -1.610, -0.193], [-2.472, -2.162, -1.168], [-3.868, -1.621, -0.838], [-4.229, -0.354, -1.639], [-4.845, 0.783, -0.803], [-3.895, 1.963, -0.595], [-4.625, 3.163, -0.474], [-4.222, 4.077, 0.525], [-1.914, -0.953, 2.661], [-1.681, 0.656, 3.305], [-1.912, 0.426, 1.573], [0.539, -0.233, 3.296], [0.293, -1.143, 1.842], [1.395, 3.403, 1.749], [1.880, 2.479, 3.126], [-0.451, 2.272, 3.929], [-1.081, 3.032, 2.472], [-0.092, 3.959, 3.613], [1.831, 2.974, -0.486], [-0.268, 4.429, 0.738], [-1.495, 3.768, -0.919], [1.081, 5.469, -2.030], [1.509, 3.014, -2.925], [-0.154, 2.410, -2.757], [1.122, 0.389, -3.267], [-0.379, 0.135, -1.609], [1.820, -0.921, -0.036], [1.631, -1.423, -1.691], [-0.032, -2.817, -1.295], [0.370, -2.661, 0.391], [-1.729, -1.894, 0.820], [-1.506, -0.516, -0.205], [-2.200, -1.864, -2.188], [-2.449, -3.254, -1.135], [-3.894, -1.369, 0.227], [-4.616, -2.401, -0.983], [-4.906, -0.613, -2.453], [-3.312, 0.020, -2.114], [-5.757, 1.172, -1.256], [-5.132, 0.391, 0.176], [-3.206, 2.042, -1.450], [-3.284, 1.818, 0.306], [-5.054, 4.276, 1.202], [-3.911, 5.019, 0.066], [-3.386, 3.683, 1.114], [3.144, -4.048, -1.246], [3.258, -3.130, -0.168], [3.435, -3.756, 1.097], [4.891, -3.846, 1.507], [5.648, -4.646, 0.624], [6.397, -3.916, -0.330], [3.362, -3.504, -2.165], [3.852, -4.871, -1.147], [2.129, -4.460, -1.304], [2.987, -4.755, 1.088], [2.902, -3.153, 1.839], [4.935, -4.310, 2.497], [5.322, -2.841, 1.587], [7.303, -3.499, 0.120], [5.812, -3.102, -0.767], [6.685, -4.611, -1.116]], "total_energy_ha": -4519.79848, "charge": 1, "orbital_gap_ha": 0.3337, "spin_multiplicity": 1, "homo_ev": -11.619, "molar_mass_da": 536.47}

***

(3)
{"formula": "C3H4N4", "method": "ωB97M-V with the def2-TZVPD basis set", "elements": ["H", "N", "C", "N", "C", "N", "C", "N", "H", "H", "H"], "coordinates": [[2.193, -1.099, -0.346], [1.408, -1.594, -0.040], [0.352, -0.930, 0.099], [-0.992, -1.350, 0.080], [-1.734, -0.217, -0.050], [-0.970, 0.885, -0.015], [0.479, 0.583, -0.007], [1.394, 1.349, -0.075], [2.361, 0.790, 0.386], [-2.888, -0.181, -0.521], [-1.604, 1.763, 0.489]], "total_energy_ha": -335.62146, "smiles": "[H]/N=C1/N=CN/C1=N/[H]", "charge": 0, "orbital_gap_ha": 0.3229, "spin_multiplicity": 1, "homo_ev": -9.266, "relative_energy_kj_mol": 398.7, "molar_mass_da": 96.09}

***

The records above give, respectively, maximum force values of 1.1; 0.5; 7.4 eV/A.